{
  "formula": "C29H25N5O5",
  "method": "ωB97M-V/def2-TZVPD",
  "e_lumo_ha": -0.0726,
  "homo_ha": -0.3337,
  "e_tot_ha": -1769.72594,
  "total_charge": 0,
  "orbital_gap_ev": 7.10,
  "species": ["C", "C", "C", "C", "C", "C", "C", "C", "C", "C", "C", "C", "C", "C", "C", "C", "C", "C", "C", "C", "C", "N", "C", "C", "H", "H", "H", "H", "H", "H", "H", "H", "H", "H", "H", "H", "H", "H", "H", "H", "H", "H", "H", "H", "H", "H", "H", "O", "N", "O", "C", "C", "C", "N", "O", "O", "C", "C", "N", "O", "N", "C", "H", "H"],
  "coordinates": [[-2.92596, -4.26181, 2.41765], [-3.01219, -3.06665, 3.13767], [-2.42553, -1.90293, 2.62478], [-1.77035, -1.91195, 1.38387], [-1.00499, -0.67068, 0.88147], [-1.63858, 0.61643, 1.42784], [-0.89785, 1.67257, 1.96601], [-1.54385, 2.84722, 2.36903], [-2.92679, 2.97738, 2.23251], [-3.67408, 1.91982, 1.70120], [-3.03884, 0.71843, 1.38735], [0.47390, -0.85708, 1.27037], [0.92722, -1.89392, 2.10282], [2.29404, -2.12323, 2.28500], [3.23138, -1.31384, 1.63973], [2.79279, -0.20500, 0.90543], [1.41954, 0.04396, 0.77827], [-1.10084, -0.59076, -0.67589], [-2.46776, -0.87634, -1.29075], [-2.39786, -0.25497, -2.68122], [-1.56512, 1.00347, -2.49304], [-0.70268, 0.71484, -1.29105], [-1.63570, -3.13144, 0.69848], [-2.22561, -4.29731, 1.20536], [-3.39186, -5.16933, 2.81141], [-3.54136, -3.01753, 4.09480], [-2.49801, -0.98329, 3.21269], [0.17780, 1.58730, 2.12021], [-0.94395, 3.65181, 2.79550], [-3.42618, 3.89950, 2.53468], [-4.75334, 1.99742, 1.54987], [-3.65379, -0.15951, 1.16424], [0.21571, -2.54566, 2.61161], [2.60558, -2.94154, 2.93659], [4.29844, -1.52547, 1.72144], [3.50189, 0.47950, 0.43443], [1.06766, 0.97293, 0.32416], [-0.37757, -1.28781, -1.12884], [-2.69197, -1.94498, -1.29500], [-3.22640, -0.37521, -0.68592], [-1.88075, -0.94810, -3.35883], [-3.38546, -0.02498, -3.09266], [-0.90363, 1.23454, -3.33300], [-2.18965, 1.88521, -2.27820], [-0.72202, 1.50694, -0.64737], [-1.04803, -3.17671, -0.22356], [-2.12694, -5.22965, 0.64086], [5.89335, 3.88747, -2.53667], [5.63034, 2.67815, -2.66632], [6.49481, 1.82148, -2.96287], [4.27185, 2.19535, -2.49736], [3.94916, 0.86842, -2.77172], [2.63534, 0.38130, -2.51773], [2.35444, -1.03114, -2.66229], [3.31083, -1.80438, -2.86799], [1.16371, -1.42476, -2.56443], [1.61983, 1.19014, -2.03141], [1.94122, 2.50468, -1.68369], [1.26997, 3.29138, -0.79137], [2.22781, 4.26377, -0.43852], [3.43202, 4.12076, -1.10413], [3.25120, 3.03508, -1.89899], [4.70165, 0.19966, -3.17804], [0.56203, 0.78106, -1.71842]],
  "forces_ev_per_a": [[0.05, 0.04, 0.01], [0.14, 0.06, -0.34], [-0.13, -0.26, -0.06], [0.25, -0.26, 0.20], [-0.14, -0.01, 0.30], [-0.07, -0.33, 0.53], [-0.35, 0.19, 0.03], [-0.15, -0.18, 0.03], [0.06, 0.08, -0.29], [0.25, -0.19, 0.26], [-0.17, 0.53, -0.02], [0.15, 0.15, 0.45], [0.07, 0.01, -0.21], [-0.14, 0.28, -0.12], [-0.07, 0.15, -0.10], [-0.42, -0.09, 0.23], [0.48, -0.12, -0.04], [0.25, -0.16, -0.93], [-0.29, 0.00, 0.28], [0.06, -0.34, -0.28], [0.31, 0.22, 1.09], [-2.62, -0.02, 0.78], [-0.33, -0.08, 0.38], [0.08, 0.32, -0.03], [0.18, 0.30, -0.17], [0.23, -0.11, -0.37], [0.10, -0.33, -0.29], [-0.38, 0.03, -0.12], [-0.25, -0.17, -0.08], [0.17, -0.24, -0.12], [0.32, 0.05, 0.28], [0.33, 0.50, -0.11], [0.22, 0.16, -0.26], [0.00, 0.24, -0.26], [-0.30, 0.07, 0.03], [-0.10, -0.20, 0.23], [0.37, -0.55, -0.01], [-0.32, -0.01, 0.54], [-0.05, 0.19, -0.14], [-0.04, -0.09, -0.30], [-0.17, 0.18, 0.06], [0.18, -0.12, 0.01], [-0.09, -0.02, -0.08], [0.18, -0.29, -0.16], [-0.37, -0.28, 0.06], [-0.25, -0.02, 0.33], [-0.06, 0.31, 0.29], [-1.10, -2.20, -0.08], [2.53, 0.28, -0.72], [-1.64, 1.41, 0.57], [-1.16, -0.87, -0.01], [0.72, 1.13, 0.02], [-0.81, 2.11, 0.55], [-0.60, -2.69, -0.42], [-1.66, 1.59, 0.38], [2.55, 0.98, -0.34], [1.50, -1.78, -1.31], [0.47, 1.85, 1.46], [2.65, 0.10, -0.95], [-0.47, -1.40, -1.65], [-1.65, -1.40, -0.63], [0.91, 1.07, 1.90], [-0.02, 0.17, 0.16], [0.60, 0.07, -0.42]],
  "nbo_charge": [-0.22, -0.21, -0.25, 0.11, -0.22, 0.07, -0.25, -0.21, -0.21, -0.22, -0.24, -0.03, -0.20, -0.21, -0.20, -0.24, -0.17, -0.03, -0.42, -0.42, -0.21, -0.66, -0.24, -0.20, 0.22, 0.22, 0.23, 0.23, 0.22, 0.22, 0.22, 0.23, 0.23, 0.22, 0.22, 0.21, 0.20, 0.24, 0.23, 0.21, 0.21, 0.22, 0.20, 0.20, 0.40, 0.22, 0.22, -0.34, 0.50, -0.38, 0.01, -0.11, -0.02, 0.51, -0.36, -0.40, -0.17, 0.09, -0.06, -0.12, -0.01, 0.05, 0.28, 0.35]
}

=====

{
  "formula": "C19H29Cl2F7N2O5P",
  "method": "ωB97M-V/def2-TZVPD",
  "e_lumo_ha": -0.1109,
  "homo_ha": -0.4409,
  "e_tot_ha": -3187.68807,
  "total_charge": 1,
  "orbital_gap_ev": 8.98,
  "species": ["C", "C", "N", "C", "C", "F", "F", "C", "F", "F", "C", "F", "F", "F", "C", "N", "C", "Cl", "C", "C", "Cl", "C", "O", "C", "C", "H", "H", "H", "H", "H", "H", "H", "H", "H", "H", "H", "H", "H", "H", "O", "P", "O", "C", "C", "O", "C", "C", "O", "C", "C", "H", "H", "H", "H", "H", "H", "H", "H", "H", "H", "H", "H", "H", "H", "H"],
  "coordinates": [[-0.69752, 2.36490, -1.71982], [-0.55689, 1.05598, -1.85848], [-1.71097, 0.31312, -2.27486], [-1.78792, -0.49236, -3.41101], [-0.71341, -0.80981, -4.40591], [0.45203, -0.21512, -4.10496], [-1.09157, -0.36083, -5.61910], [-0.44699, -2.33712, -4.56587], [0.64277, -2.45459, -5.33567], [-1.46388, -2.91292, -5.21945], [-0.14425, -3.10115, -3.25329], [0.21774, -4.33476, -3.59253], [0.88281, -2.54837, -2.62339], [-1.20437, -3.20308, -2.46038], [-3.04765, -0.98233, -3.48050], [-3.76896, -0.47830, -2.41358], [-5.20584, -0.73728, -2.16569], [-5.91480, -1.43414, -3.62540], [-5.48592, -1.64483, -0.97352], [-7.00532, -1.80770, -0.80624], [-4.76813, -3.26065, -1.22347], [-2.91571, 0.26864, -1.69405], [-3.19910, 0.88853, -0.56668], [-3.01107, -0.05946, 0.56280], [-1.60907, 0.00585, 1.12969], [0.00934, 2.96096, -1.16648], [-1.53593, 2.84845, -2.20256], [0.42135, 0.62567, -1.71817], [-3.39890, -1.63625, -4.25370], [-5.69198, 0.21797, -1.99346], [-5.09246, -1.23120, -0.05648], [-7.28391, -1.92328, 0.23367], [-7.37467, -2.61382, -1.42664], [-7.47895, -0.90206, -1.18895], [-3.78243, 0.09389, 1.30852], [-3.14405, -1.05632, 0.14722], [-0.97245, -0.66377, 0.55233], [-1.55907, -0.31984, 2.16216], [-1.21256, 1.00819, 1.00170], [5.08527, 2.08873, 2.26418], [3.92631, 1.36235, 2.83453], [3.04068, 0.84271, 1.54789], [3.60455, -0.04857, 0.59576], [3.82264, -1.44509, 1.15089], [2.96262, 2.57693, 3.33247], [3.42270, 3.92889, 3.36470], [3.12865, 4.64725, 2.06199], [3.24240, 0.36361, 3.93860], [4.05460, -0.48218, 4.77629], [5.26535, 0.23038, 5.34146], [4.54148, 0.36441, 0.21139], [2.89908, -0.09087, -0.23707], [4.64489, -1.45002, 1.87248], [4.07827, -2.14430, 0.35437], [2.92773, -1.80125, 1.66263], [4.48354, 3.97223, 3.60572], [2.89050, 4.41936, 4.18074], [3.43078, 4.05317, 1.19984], [3.64230, 5.60820, 2.02524], [2.05584, 4.82747, 1.96480], [4.35852, -1.37082, 4.21588], [3.41145, -0.82249, 5.58700], [5.95061, 0.54353, 4.54532], [5.81440, -0.42769, 6.01379], [4.96548, 1.12323, 5.89128]],
  "forces_ev_per_a": [[-0.31, -0.14, -0.27], [-0.05, 1.45, 0.51], [0.55, -1.06, -1.35], [-0.75, -0.25, 0.18], [-0.04, -0.02, -0.17], [0.07, 0.08, 0.32], [-0.10, 0.01, -0.14], [0.56, 0.36, -0.21], [0.16, 0.01, -0.02], [-0.40, -0.02, 0.35], [0.32, -1.09, -0.81], [-0.05, -0.16, -0.03], [-0.18, 0.48, 0.42], [-0.12, 0.42, 0.34], [0.81, 0.21, -0.29], [0.66, -0.43, -0.61], [0.09, -0.10, 0.18], [-0.05, 0.26, -0.07], [-1.00, -0.60, -0.12], [0.21, 0.70, -0.41], [0.47, 0.19, 0.18], [-0.06, 1.01, 0.69], [-0.30, -0.64, 0.18], [0.43, -0.65, 0.34], [0.16, 0.13, -0.70], [0.40, 0.10, -0.42], [-0.35, 0.19, 0.60], [-0.39, -0.98, 0.37], [-0.49, -0.04, 0.14], [0.06, 0.15, 0.03], [0.25, 0.12, -0.06], [0.01, -0.25, 0.07], [-0.04, -0.24, 0.12], [-0.19, 0.09, 0.21], [-0.17, 0.56, -0.15], [-0.20, -0.10, 0.07], [0.19, 0.01, 0.03], [-0.14, 0.12, 0.16], [0.06, 0.13, 0.41], [1.50, -2.30, 1.34], [-5.02, 3.38, -1.87], [0.44, -0.17, 0.74], [0.21, -0.16, -0.22], [0.05, 0.09, 0.18], [0.16, -0.50, 0.30], [0.05, 0.30, -0.21], [-0.24, -0.04, -0.10], [2.70, -0.34, -0.34], [0.19, -0.37, 0.32], [0.03, 0.21, -0.17], [-0.02, 0.01, 0.01], [-0.05, 0.08, 0.05], [0.00, -0.03, -0.04], [0.02, 0.03, -0.01], [-0.03, 0.00, -0.05], [0.04, -0.12, -0.11], [-0.07, -0.14, 0.03], [0.21, -0.02, 0.07], [0.00, 0.00, 0.01], [0.01, 0.04, 0.03], [-0.04, 0.05, -0.05], [-0.15, 0.11, -0.11], [-0.03, -0.06, 0.07], [-0.02, -0.02, 0.00], [-0.01, -0.04, 0.05]],
  "nbo_charge": [-0.30, -0.08, -0.33, 0.03, 0.63, -0.29, -0.29, 0.56, -0.28, -0.29, 0.92, -0.29, -0.30, -0.30, 0.01, -0.35, -0.05, 0.04, -0.23, -0.62, -0.03, 0.75, -0.48, -0.07, -0.65, 0.24, 0.21, 0.25, 0.28, 0.25, 0.23, 0.24, 0.25, 0.22, 0.22, 0.18, 0.21, 0.25, 0.24, -1.02, 2.47, -0.81, -0.06, -0.64, -0.83, -0.06, -0.63, -0.75, -0.07, -0.66, 0.19, 0.16, 0.20, 0.22, 0.21, 0.19, 0.18, 0.22, 0.22, 0.20, 0.17, 0.20, 0.22, 0.23, 0.22]
}

=====

{
  "formula": "C5H9NO",
  "method": "ωB97M-V/def2-TZVPD",
  "smiles": "O[C@H]1C[C@]2(CN2)C1",
  "e_lumo_ha": 0.0363,
  "homo_ha": -0.3273,
  "e_tot_ha": -325.78658,
  "total_charge": 0,
  "orbital_gap_ev": 9.89,
  "species": ["O", "C", "C", "C", "C", "N", "C", "H", "H", "H", "H", "H", "H", "H", "H", "H"],
  "coordinates": [[0.09258, -2.73383, 0.04532], [0.60032, -1.45776, -0.13301], [0.55669, -0.17329, 1.07585], [-0.17271, 0.55948, -0.01854], [0.05774, 1.93767, -0.44835], [-1.22683, 1.53215, 0.13880], [-0.30025, -0.58159, -0.98560], [-0.86894, -2.62612, 0.06870], [1.63346, -1.40425, 0.10420], [1.48668, 0.35286, 1.42482], [0.01984, -0.52305, 1.95015], [0.00724, 2.15504, -1.51263], [0.73751, 2.53704, 0.14734], [-1.24191, 1.81101, 1.11426], [-1.31926, -1.00184, -0.94550], [-0.06216, -0.38354, -2.02581]],
  "forces_ev_per_a": [[-0.03, 0.15, 0.71], [-0.09, 1.34, 2.35], [-0.66, -0.76, -0.20], [-0.22, 0.15, -0.17], [0.23, 0.35, -0.09], [-0.31, 0.31, 0.24], [0.23, 0.07, -0.07], [0.19, -0.36, 0.05], [1.42, -0.91, -2.29], [-0.46, -1.01, -0.55], [-0.56, 0.32, 0.14], [0.09, 0.10, 0.19], [-0.07, 0.11, -0.10], [-0.15, 0.10, 0.00], [0.26, 0.09, -0.04], [0.13, -0.06, -0.15]],
  "nbo_charge": [-0.68, 0.11, -0.47, 0.05, -0.25, -0.58, -0.44, 0.46, 0.22, 0.21, 0.21, 0.20, 0.19, 0.35, 0.20, 0.22]
}